1.
ORCA calculation (ωB97M-V with the def2-TZVPD basis set) on the molecule C3H5N3O in a non-equilibrium geometry.

```
12
Properties=species:S:1:pos:R:3:forces:R:3:nbo_charge:R:1
C 0.6491 -1.2699 -0.0178 -1.5 2.0 -1.3 -0.107
C 1.7762 -0.6141 -0.0751 5.1 1.2 2.9 0.055
C 0.2657 1.0528 -0.0820 0.7 -1.1 0.2 0.644
H -1.8962 0.0085 0.9886 -0.1 -2.0 -3.1 0.376
H -2.3280 -0.5746 -0.8006 2.0 0.4 3.1 0.383
H 0.2440 -2.2656 0.0561 0.4 0.1 -0.1 0.254
H 2.8966 -0.7831 0.2694 -2.7 -0.3 -1.3 0.228
H -1.1168 2.2730 -0.2120 0.2 0.2 0.3 0.337
N -1.6543 -0.6646 0.1044 -0.4 3.4 -0.2 -0.678
N -0.2860 -0.1834 -0.2645 -3.6 -3.8 0.6 -0.300
N -0.1177 2.2337 0.0100 -1.8 1.2 -0.4 -0.740
O 1.5673 0.7874 0.0235 1.7 -1.3 -0.7 -0.451
```
Forces are in eV/Å.

Calculated values
Spin multiplicity   1
Relative energy (zero: lowest compared OMol25 entry of this formula, charge and spin)   4.042 eV
Molar mass   99.09 g mol⁻¹
SMILES string   [H]/N=c1/occn1N



2.
ORCA calculation (ωB97M-V with the def2-TZVPD basis set) on a structure of composition C15H22B2ClN2O9V in a non-equilibrium geometry.

```
52
Properties=species:S:1:pos:R:3:forces:R:3:nbo_charge:R:1
C -2.8074 1.5888 2.7559 0.0 0.0 -0.8 -0.637
C -3.1746 0.6884 1.4704 0.0 0.0 1.4 -0.398
C -2.3912 -0.7367 1.6547 -0.4 1.9 -0.4 -0.235
N -1.0729 -0.5750 0.9912 -0.4 -3.1 0.6 -0.507
C -0.8637 -1.4924 -0.1520 0.2 0.9 -1.6 0.234
O -1.0079 -0.5960 -1.3037 0.1 -0.6 0.7 -0.646
B 0.3083 0.0023 -1.6352 0.7 -1.6 1.0 0.958
Cl 0.7115 0.1403 -3.4614 -0.7 0.3 0.4 -0.233
O 0.7369 1.0891 -0.7378 -0.3 2.3 -2.4 -0.700
C 1.4271 2.1216 -1.4341 3.4 0.0 0.1 0.791
O 2.6780 2.0812 -1.4297 -4.4 0.5 -0.2 -0.538
C 0.6193 3.3085 -2.1448 -1.9 1.8 -0.5 -0.139
C 0.7670 3.5844 -3.6539 -2.2 2.0 2.1 -0.178
C -0.0584 4.7427 -4.2903 -0.1 -0.9 4.1 -0.222
C -0.9688 5.5964 -3.3785 1.3 -2.1 1.2 -0.215
C -1.1284 5.3242 -1.8666 2.8 -2.4 -2.1 -0.231
C -0.3184 4.1698 -1.2442 0.1 0.6 -3.6 -0.196
O 1.2236 -1.1091 -1.2106 -0.3 -1.5 1.2 -0.561
C 0.6000 -2.1340 -0.4215 0.2 1.1 -0.2 -0.087
C 1.5353 -2.5540 0.8124 0.7 -1.0 -0.5 -0.413
C 3.0059 -1.9245 0.5813 0.3 0.6 1.6 -0.509
C 4.0810 -2.4625 1.6688 -0.1 1.7 2.0 0.696
N 4.7209 -3.7675 1.3969 -0.5 1.0 -0.4 -0.892
O 4.3883 -1.7807 2.6779 -1.2 -2.7 -3.6 -0.523
B 0.2209 -3.3780 -1.4474 0.2 -1.5 -1.8 1.211
O 0.4358 -3.2243 -2.8706 -1.7 0.2 2.5 -0.921
O -0.3489 -4.6265 -0.9952 -0.4 2.5 -0.3 -0.927
H -1.6593 1.7223 2.8041 -1.8 0.0 -0.1 0.201
H -3.1511 1.0476 3.7019 0.4 0.9 -1.3 0.228
H -3.3217 2.6154 2.6364 0.9 -1.6 0.5 0.222
H -2.8448 1.2271 0.5231 -0.4 -1.0 1.1 0.236
H -4.3019 0.5189 1.4498 1.5 0.2 0.0 0.210
H -3.0242 -1.5891 1.2341 1.2 1.0 0.6 0.213
H -2.1985 -0.8310 2.7909 -0.5 -0.2 -1.3 0.240
H -0.2834 -0.5634 1.6496 -0.3 0.2 -0.6 0.396
H -1.6539 -2.3058 -0.2668 0.7 1.3 0.6 0.186
H 1.4786 2.9355 -4.2634 -1.2 1.1 1.0 0.252
H 0.0172 4.9424 -5.4047 -0.1 -0.2 1.7 0.233
H -1.5602 6.4760 -3.8188 1.0 -1.6 0.6 0.225
H -1.7985 5.9698 -1.2174 1.0 -1.0 -1.0 0.230
H -0.4101 3.9380 -0.1353 0.2 0.3 -1.7 0.231
H 1.6260 -3.7046 0.8194 -0.3 1.7 0.1 0.222
H 1.0952 -2.2850 1.8469 0.6 -0.1 -1.6 0.214
H 3.4405 -2.1314 -0.4499 -0.9 0.4 1.3 0.243
H 2.9018 -0.7954 0.7976 0.4 -1.8 -0.8 0.259
H 4.0701 -4.5548 1.5267 0.3 0.6 0.1 0.381
H 4.9560 -3.7614 0.3920 -0.2 -0.2 0.6 0.370
H -0.3562 -2.7387 -3.2039 1.1 -0.1 -0.2 0.510
H -1.2625 -4.6724 -1.3748 1.2 -0.4 0.2 0.503
O -3.0120 -1.2316 4.9244 2.2 -1.1 1.8 -0.913
V -1.6859 -1.8458 5.8711 1.3 -0.4 0.0 1.760
O -0.3804 -2.4590 6.8351 -3.4 1.5 -2.0 -0.835
```
Forces are in eV/Å.

Calculated values
Spin multiplicity   1
Total energy   -2825.018185 Eh
Molar mass   482.37 g mol⁻¹



3.
ORCA calculation (ωB97M-V with the def2-TZVPD basis set) on a cluster of 2 separate species, C4H11N2 in total in a non-equilibrium geometry.

```
17
Properties=species:S:1:pos:R:3:forces:R:3:nbo_charge:R:1
C -2.7997 -0.6784 0.0355 -0.9 2.4 -1.0 -0.291
C -1.6369 -0.9895 0.4273 1.2 -1.3 0.6 -0.121
C -3.2699 0.7925 -0.2461 -1.6 -0.5 -1.0 -0.644
C 1.7351 -0.0045 0.3233 1.6 -3.3 -2.7 0.116
N 1.8757 -1.2279 -0.4528 -0.4 3.3 2.0 -0.755
N 2.8834 0.9754 0.1814 1.5 -0.6 0.7 -0.775
H -3.3184 -1.4478 -0.5012 -1.0 -0.4 0.1 0.230
H -0.6834 -0.7765 0.7918 0.8 0.5 0.6 0.149
H -4.3856 0.9964 0.1790 2.8 -0.4 -1.2 0.241
H -2.5523 1.6178 0.0271 -0.8 -1.1 0.1 0.215
H -3.2512 0.7219 -1.4109 -0.6 0.7 1.9 0.228
H 1.4242 -0.1503 1.3186 -0.4 0.3 1.1 0.200
H 1.6873 -2.1438 -0.0866 -0.5 0.0 0.5 0.426
H 2.6566 -1.2396 -1.0441 0.9 -0.1 -1.3 0.378
H 3.8445 0.6984 0.6648 -2.5 0.7 0.3 0.448
H 2.4137 1.8763 0.5522 1.9 -1.2 -1.1 0.491
H 3.3768 0.9796 -0.7593 -2.0 0.8 0.5 0.462
```
Forces are in eV/Å.

Calculated values
Spin multiplicity   1
Charge   +1
Relative energy (zero: lowest compared OMol25 entry of this formula, charge and spin)   7.720 eV
Molar mass   87.15 g mol⁻¹